<1>
# C6H9NO

A molecular structure, C6H9NO (ωB97M-V with the def2-TZVPD basis set, the OMol25 dataset).

The value obtained for the frontier orbital gap is 10.0 eV. Its net charge is 0.

Each line ends with the natural charge from an NBO analysis.
Atoms and positions in Å:
C (0.3465, 0.4279, -0.7738)  0.23
C (1.4175, -0.2628, 0.1801)  -0.41
C (0.3327, -0.1241, 1.2211)  -0.26
C (-0.0313, 1.1481, 0.4546)  -0.40
C (-0.7220, -1.0231, 0.5601)  -0.05
C (-0.7105, -0.6799, -0.8307)  -0.15
H (0.1591, 0.5748, -2.6044)  0.48
H (2.2722, 0.5182, 0.4800)  0.20
H (1.8298, -1.2895, -0.1153)  0.20
H (0.5948, 0.0156, 2.2776)  0.23
H (0.6656, 1.8924, 0.6408)  0.21
H (-1.0901, 1.5566, 0.7539)  0.18
H (-0.7963, -2.1650, 0.9273)  0.21
H (-2.3843, 0.4143, 0.1647)  0.37
H (-0.5561, -1.5807, -1.5549)  0.22
N (-2.0040, -0.5432, -0.0201)  -0.60
O (0.6763, 1.1204, -1.7611)  -0.65

<2>
# C6H9NO

2 unconnected molecules or ions with the total composition C6H9NO (ωB97M-V with the def2-TZVPD basis set, the OMol25 dataset).

The value obtained for the frontier orbital gap is 10.4 eV. Its net charge is 0.

Each line ends with the natural charge from an NBO analysis.
Atoms and positions in Å:
C (0.9190, -0.3823, -0.1098)  -0.05
C (1.3531, 1.0334, 0.2336)  -0.42
C (0.8491, 2.0411, -0.7940)  -0.61
O (-0.5061, -0.4869, 0.0827)  -0.54
H (-1.7301, 0.3634, 1.5297)  0.46
H (1.4066, -1.1256, 0.5320)  0.19
H (1.2093, -0.6361, -1.1357)  0.19
H (0.9732, 1.2796, 1.2274)  0.20
H (2.4442, 1.0483, 0.2760)  0.22
H (1.1167, 3.0519, -0.4928)  0.21
H (-0.2316, 1.9731, -0.8989)  0.21
H (1.2974, 1.8497, -1.7679)  0.21
C (-2.8842, -1.3803, 1.3312)  0.28
C (-0.9995, -1.6627, -0.3133)  0.29
C (-1.1786, -2.8042, -0.6591)  -0.32
N (-2.4850, -0.3935, 1.7946)  -0.77
H (-1.5533, -3.7691, -0.8358)  0.24

<3>
# C6H9NO

2 unconnected molecules or ions with the total composition C6H9NO (ωB97M-V with the def2-TZVPD basis set, the OMol25 dataset).

The value obtained for the frontier orbital gap is 8.8 eV. Its net charge is 0.

Each line ends with the natural charge from an NBO analysis.
Atoms and positions in Å:
C (-0.5287, -0.6593, 0.6949)  0.29
C (-1.6046, 0.9001, -0.9983)  -0.63
C (-0.5838, 0.6275, 0.0726)  -0.24
N (1.5056, 1.1727, 1.0583)  -0.79
C (0.4108, 1.5311, 0.3702)  0.11
O (-1.4688, -1.5912, 0.4259)  -0.65
C (1.3202, -1.4371, 0.2425)  -0.31
C (1.8005, -2.3984, -0.3240)  -0.33
H (-1.6555, -1.6103, -0.5212)  0.48
H (-0.2678, -0.6917, 1.7466)  0.21
H (2.2810, 1.8182, 1.0440)  0.39
H (1.7386, 0.1119, 0.9160)  0.41
H (0.3896, 2.5181, -0.0817)  0.19
H (-1.3833, 0.3496, -1.9204)  0.21
H (-2.6115, 0.6240, -0.6735)  0.21
H (-1.6135, 1.9599, -1.2557)  0.23
H (2.2710, -3.2250, -0.7961)  0.22

<4>
# C6H9NO

A molecular structure, C6H9NO (ωB97M-V with the def2-TZVPD basis set, the OMol25 dataset).

The value obtained for the frontier orbital gap is 9.6 eV. Its net charge is 0.

Each line ends with the natural charge from an NBO analysis.
Atoms and positions in Å:
C (-0.8780, -0.0963, -0.1710)  0.08
C (0.0151, -0.4143, 1.0483)  -0.42
C (1.2468, 0.0899, 0.1629)  0.22
C (0.4389, -0.6549, -0.9205)  -0.40
C (0.8820, 1.5925, -0.1955)  -0.29
C (-0.4677, 1.4847, -0.2406)  -0.13
H (-2.3729, -1.5168, -0.1699)  0.38
H (-2.8137, -0.0268, 0.5954)  0.37
H (-0.2230, -1.3899, 1.3696)  0.21
H (0.1404, 0.2887, 1.8761)  0.20
H (2.6597, -0.7636, -0.7641)  0.47
H (0.4782, -1.8079, -1.0625)  0.22
H (0.6938, -0.2569, -1.9141)  0.19
H (1.3781, 2.4339, 0.1609)  0.22
H (-1.3792, 2.2057, 0.2613)  0.22
N (-2.2298, -0.5181, -0.1804)  -0.85
O (2.4314, -0.6500, 0.1441)  -0.69

Stability, descending: <3>, <2>, <1>, <4>

<1>
# C6H9NO

A single C6H9NO molecule (ωB97M-V with the def2-TZVPD basis set, the OMol25 dataset).

Its SMILES is C1O[C@@H]2CN[C@H]3[C@@H]1[C@H]32. The value obtained for the frontier orbital gap is 9.4 eV. Its net charge is 0.

Each line ends with the natural charge from an NBO analysis.
Atoms and positions in Å:
C (-1.1398, 1.4783, 0.3282)  -0.20
C (-0.9377, -0.8920, -0.4968)  -0.03
C (0.6133, -1.1078, -0.6508)  -0.30
C (1.8958, -0.3507, -0.1307)  -0.07
C (0.2540, 0.7332, 0.4699)  0.04
C (-0.1226, -0.7341, 0.7200)  -0.29
H (-0.9761, 2.4790, 0.1143)  0.21
H (-1.6640, 1.5159, 1.2821)  0.16
H (-2.4664, 0.5672, -0.6537)  0.38
H (-1.6659, -1.6151, -0.7773)  0.23
H (0.9808, -2.1479, -1.0191)  0.22
H (2.3143, 0.4732, -0.7565)  0.20
H (2.6622, -1.1713, 0.3217)  0.19
H (0.2417, 1.0133, -0.6348)  0.19
H (-0.1495, -1.3397, 1.7464)  0.25
N (-1.5078, 0.4922, -0.5857)  -0.66
O (1.6679, 0.6062, 0.7227)  -0.53

<2>
# C6H9NO

A molecular structure, C6H9NO (ωB97M-V with the def2-TZVPD basis set, the OMol25 dataset).

The value obtained for the frontier orbital gap is 9.6 eV. Its net charge is 0.

Each line ends with the natural charge from an NBO analysis.
Atoms and positions in Å:
C (-0.3926, 0.1830, -0.6826)  0.07
C (-0.1569, 1.0121, 0.6399)  -0.43
C (0.6920, -0.3030, 0.9070)  0.25
C (1.0864, -0.2357, -0.6389)  -0.42
C (-0.3637, -1.3805, 0.9541)  -0.23
C (-1.0591, -1.0243, -0.1104)  -0.19
H (-0.6085, 1.5255, -2.1559)  0.35
H (-2.0448, 0.8652, -1.5922)  0.35
H (-0.9896, 1.1409, 1.2771)  0.20
H (0.3983, 1.8919, 0.4604)  0.19
H (2.5739, 0.0753, 1.6138)  0.47
H (1.1972, -1.1322, -1.3312)  0.23
H (1.7668, 0.5982, -0.6629)  0.19
H (-0.6386, -2.0285, 1.7476)  0.23
H (-1.9720, -1.4681, -0.4357)  0.21
N (-1.0475, 0.6126, -1.8962)  -0.81
O (1.5587, -0.3325, 1.9060)  -0.69

Stability, descending: <2>, <1>

<1>
# C6H9NO

2 unconnected molecules or ions with the total composition C6H9NO (ωB97M-V with the def2-TZVPD basis set, the OMol25 dataset).

Its SMILES is CC(C)=O.C=CC#N. The value obtained for the frontier orbital gap is 10.4 eV. Its net charge is 0.

Each line ends with the natural charge from an NBO analysis.
Atoms and positions in Å:
C (-2.2833, -0.9083, 0.9567)  0.29
C (-1.9814, -3.2669, 1.2664)  -0.29
C (-1.6469, -2.0139, 1.5551)  -0.31
C (0.6321, 0.7223, -0.3724)  0.61
C (-0.3081, 1.8820, -0.5632)  -0.73
C (2.0409, 0.9779, -0.8613)  -0.72
N (-2.8296, -0.0107, 0.4969)  -0.34
O (0.3110, -0.3230, 0.1338)  -0.56
H (-1.5025, -4.0999, 1.7522)  0.20
H (-2.7398, -3.4976, 0.5354)  0.21
H (-0.8731, -1.7721, 2.2703)  0.24
H (-1.2666, 1.6973, -0.0840)  0.26
H (-0.4719, 2.0231, -1.6306)  0.23
H (0.1424, 2.7898, -0.1688)  0.22
H (2.4438, 0.0822, -1.3315)  0.24
H (2.6710, 1.2029, -0.0022)  0.24
H (2.0785, 1.8140, -1.5512)  0.22

<2>
# C6H9NO

A single C6H9NO molecule (ωB97M-V with the def2-TZVPD basis set, the OMol25 dataset).

Its SMILES is C1OC12C[C@@H]1N[C@H]1C2. The value obtained for the frontier orbital gap is 9.5 eV. Its net charge is 0.

Each line ends with the natural charge from an NBO analysis.
Atoms and positions in Å:
C (1.4572, 0.1127, 1.9932)  -0.16
C (0.5996, -0.0182, 0.6011)  0.21
C (1.0366, -0.2445, -0.9166)  -0.46
C (-0.4795, -0.7171, -1.3014)  -0.09
C (-1.2478, 0.4913, -0.8755)  -0.09
C (-1.0037, 0.3332, 0.7950)  -0.49
H (0.5841, 1.0566, 2.3555)  0.23
H (2.6676, -0.0516, 2.0827)  0.25
H (1.3466, 0.7880, -1.3366)  0.23
H (2.0425, -1.0180, -1.2161)  0.24
H (-0.5599, -1.7117, -0.8241)  0.21
H (-1.8103, 0.4008, -2.9134)  0.39
H (-0.7916, 1.4581, -0.8688)  0.17
H (-1.2365, -0.7230, 1.3642)  0.26
H (-1.5711, 1.1932, 1.3966)  0.24
N (-1.6847, -0.2203, -2.0740)  -0.59
O (0.6507, -1.1294, 1.7381)  -0.57

Stability, descending: <1>, <2>

<1>
# C6H9NO

2 unconnected molecules or ions with the total composition C6H9NO (ωB97M-V with the def2-TZVPD basis set, the OMol25 dataset).

The value obtained for the frontier orbital gap is 7.3 eV. Its net charge is 0.

Each line ends with the natural charge from an NBO analysis.
Atoms and positions in Å:
C (-0.9553, -1.5538, -0.2480)  0.10
C (-2.8793, 1.4431, 0.4192)  0.29
C (-0.4786, -0.4530, 0.3970)  0.08
C (1.6697, -0.6876, 1.1090)  -0.58
C (1.2745, 0.1831, -1.3680)  -0.63
C (0.8252, 0.0913, 0.1222)  -0.33
N (-1.6303, -2.4163, -0.6486)  -0.30
O (-1.7489, 1.0187, 0.1316)  -0.45
H (-3.7971, 0.8852, 0.3877)  0.15
H (-2.9786, 2.5824, 0.4150)  0.14
H (1.4024, -0.3570, 2.0877)  0.23
H (2.7075, -0.3702, 0.8903)  0.22
H (1.6727, -1.8787, 1.0274)  0.22
H (0.4581, 0.6708, -1.9013)  0.21
H (1.3062, -0.8741, -1.7037)  0.21
H (2.2532, 0.5647, -1.6653)  0.22
H (0.8986, 1.1514, 0.5478)  0.22

<2>
# C6H9NO

A molecular structure, C6H9NO (ωB97M-V with the def2-TZVPD basis set, the OMol25 dataset).

The value obtained for the frontier orbital gap (alpha / beta) is 7.4 / 7.1 eV. Its net charge is 0.

Each line ends with the natural charge from an NBO analysis.
Atoms and positions in Å:
C (-0.7513, -1.3699, -1.4121)  -0.62
C (-1.0705, 0.6227, 0.2871)  0.26
C (-0.1411, 0.3807, 1.3759)  0.21
C (-0.4102, -0.0227, -0.8209)  -0.21
C (0.9128, -0.3118, 0.5496)  -0.29
C (2.1564, 0.2234, 0.2150)  -0.33
O (-1.8141, 1.7522, 0.2187)  -0.63
N (-0.3176, 0.5635, 2.6286)  -0.69
H (-2.3178, 1.7487, -0.6075)  0.48
H (0.2858, 1.2950, 3.0167)  0.36
H (-0.2144, 0.7074, -1.6211)  0.20
H (0.9111, -1.3715, 0.8395)  0.24
H (0.0697, -1.7054, -2.0515)  0.22
H (-1.6424, -1.3080, -2.0430)  0.21
H (-0.9352, -2.1032, -0.6238)  0.22
H (2.4013, 1.2643, 0.3864)  0.19
H (2.8774, -0.3654, -0.3378)  0.19

Stability, descending: <1>, <2>